P) C4H11N2O | ωB97M-V/def2-TZVPD

Geometry as ORCA input:
```
! wB97M-V def2-TZVPD RIJCOSX def2/J DEFGRID3
* xyz 1 1
C -0.96 0.52 1.25
C 2.10 0.81 -1.50
C -0.13 -2.07 -0.94
C 0.92 0.01 -1.04
N -2.21 0.30 1.60
N -0.23 0.96 2.20
O 0.96 -1.23 -1.24
H 2.26 1.62 -0.87
H 1.88 1.05 -2.54
H 3.02 0.13 -1.76
H -1.01 -1.56 -0.63
H 0.26 -2.51 0.00
H -0.08 -2.74 -1.75
H 0.07 0.52 -0.39
H -2.80 0.10 0.86
H -2.68 0.69 2.42
H 0.80 0.71 2.16
H -0.47 1.15 3.21
*
```

For the HOMO energy, the calculation gives -12.78 eV.

Atom charges from the natural (NBO) analysis, given in e for atoms 1 to 2: C 0.153; C -0.735

Q) C4H11N2O | ωB97M-V/def2-TZVPD

Geometry as ORCA input:
```
! wB97M-V def2-TZVPD RIJCOSX def2/J DEFGRID3
* xyz 1 1
C 2.03 -1.75 1.37
C 0.80 0.39 -2.10
C -2.70 0.62 1.04
C -0.96 0.66 -0.44
N 2.08 -0.51 1.12
N 0.18 0.15 -0.79
O -1.33 0.39 0.76
H 2.64 -2.15 2.18
H 0.21 0.78 -2.90
H 1.47 1.14 -2.09
H 1.34 -0.57 -2.52
H -3.25 1.16 0.16
H -2.70 1.08 1.93
H -3.26 -0.22 1.05
H -1.57 1.18 -1.06
H 2.44 0.25 1.65
H 1.77 -2.45 0.49
H 0.81 -0.15 0.17
*
```

For the HOMO energy, the calculation gives -14.26 eV.

Atom charges from the natural (NBO) analysis, given in e for atoms 1 to 2: C 0.031; C -0.441

What should be chosen as the least stable of them? Choose P).

P) C4H5NO2 | ωB97M-V/def2-TZVPD

Geometry as ORCA input:
```
! wB97M-V def2-TZVPD RIJCOSX def2/J DEFGRID3
* xyz 0 1
O -1.47 -1.61 2.01
C -0.86 -1.47 0.98
C -0.02 -0.25 0.71
C 1.33 -0.47 0.14
N 0.13 0.10 -0.73
C 0.09 1.48 -1.09
O -0.02 1.84 -2.23
H -0.84 -2.26 0.20
H -0.33 0.60 1.32
H -0.17 -0.53 -1.47
H 1.95 0.42 0.36
H 0.20 2.14 -0.22
*
```

For the HOMO energy, the calculation gives -8.77 eV.

Atom charges from the natural (NBO) analysis, given in e for atoms 1 to 2: O -0.491; C 0.427

Q) C4H5NO2 | ωB97M-V/def2-TZVPD

Geometry as ORCA input:
```
! wB97M-V def2-TZVPD RIJCOSX def2/J DEFGRID3
* xyz 0 1
C 1.09 0.96 -0.69
C -0.34 0.57 -0.27
O -1.31 1.26 -0.33
N -0.54 -0.68 0.40
C -1.80 -1.46 0.32
C -0.60 -2.08 -0.29
O 0.11 -2.82 -0.81
H 1.79 0.21 -0.39
H 1.53 1.96 -0.29
H 1.28 0.93 -1.83
H -2.53 -1.16 -0.34
H -2.04 -1.94 1.29
*
```

The SMILES is CC(=O)N1CC1=O. For the HOMO energy, the calculation gives -9.68 eV.

Atom charges from the natural (NBO) analysis, given in e for atoms 1 to 2: C -0.728; C 0.674

What should be chosen as the least stable of them? Choose P).

P) C4H5NO2 | ωB97M-V/def2-TZVPD

Geometry as ORCA input:
```
! wB97M-V def2-TZVPD RIJCOSX def2/J DEFGRID3
* xyz 0 1
C 0.31 0.57 -1.56
N -0.45 0.52 -0.34
C -0.08 0.94 0.82
C 0.28 -0.26 1.60
O 1.02 -0.46 2.51
C -0.54 -1.29 0.52
O -0.02 -2.16 -0.14
H 1.25 0.02 -1.44
H 0.53 1.61 -1.82
H -0.27 0.09 -2.34
H -0.48 1.85 1.24
H -1.55 -1.44 0.96
*
```

The SMILES is C/N=C/C(=O)C=O. For the HOMO energy (alpha / beta), the calculation gives -8.61 / -8.61 eV.

Atom charges from the natural (NBO) analysis, given in e for atoms 1 to 2: C -0.418; N -0.401

Q) C4H5NO2 | ωB97M-V/def2-TZVPD

Geometry as ORCA input:
```
! wB97M-V def2-TZVPD RIJCOSX def2/J DEFGRID3
* xyz 0 1
C 1.42 0.67 -0.58
C 0.00 0.31 -0.33
C -0.74 -0.69 -0.97
O -2.08 -0.59 -0.36
C -1.46 -0.52 0.82
O -1.20 -1.45 1.53
N -0.72 0.76 0.78
H 1.51 1.75 -0.76
H 2.04 0.42 0.28
H 1.78 0.14 -1.46
H -0.41 -1.68 -0.55
H -0.13 0.88 1.60
*
```

For the HOMO energy, the calculation gives -8.96 eV.

Atom charges from the natural (NBO) analysis, given in e for atoms 1 to 2: C -0.677; C 0.300

What should be chosen as the least stable of them? Choose P).